1.
A structure of composition C13H17CuN4O2S at a distorted geometry, computed with ωB97M-V/def2-TZVPD.

- relative energy (zero: lowest compared OMol25 entry of this formula, charge and spin) (kcal per mole) = 0.0
- lowest unoccupied orbital energy (eV) = -0.5
- HOMO-LUMO gap (Eh) = 0.269
- spin multiplicity = 1

CARTESIAN COORDINATES (ANGSTROEM)
S: 0.06310 0.20948 1.34190
H: -1.31586 1.36794 -1.14974
N: 1.13135 2.05964 -3.07553
H: -2.05689 -0.90569 2.86440
O: -0.91208 -2.33657 7.57467
O: 1.08043 -3.12876 7.07473
N: -1.29529 1.74619 -3.20461
C: 1.17569 1.14062 -1.93029
C: -1.15054 -1.03790 3.43549
H: -1.88477 0.22928 -4.58113
H: 1.25922 -1.09112 -3.36354
H: -2.12539 -1.95840 5.09184
N: 0.19317 0.29694 -4.47035
H: 1.21113 1.93385 -5.21812
C: 0.01691 -1.79862 5.38467
C: 1.24031 -1.43827 4.76233
H: 1.07123 1.65004 -0.97244
H: -0.53545 -1.35811 -3.39594
H: -1.57788 -1.67966 7.26915
C: 0.06070 -0.61449 2.87122
H: 2.18635 0.69031 -4.31717
H: -1.17305 1.69422 -5.28235
C: 1.24763 -0.85650 3.53130
H: -0.26328 3.31949 -4.03901
H: 2.15090 -0.51436 3.05314
C: 1.27377 1.28757 -4.32117
C: 0.26025 -0.62389 -3.33935
H: 2.16937 -1.65706 5.30832
H: -1.99531 0.08969 -2.10542
C: -0.19388 2.70877 -3.13862
C: -1.10410 0.98586 -4.45687
C: -1.19925 0.81961 -2.07743
H: -0.31384 3.32469 -2.23675
C: -1.16928 -1.62536 4.68467
N: 0.10503 0.07893 -2.01114
H: 2.13057 0.58672 -1.88997
Cu: 0.09945 -1.12790 -0.37271
C: 0.13964 -2.46722 6.70182

Mulliken atomic charge list, values in e, 8 entries: number 1, S, carries -0.48; number 2, H, carries 0.28; number 3, N, carries 0.03; number 4, H, carries 0.40; number 5, O, carries -0.48; number 6, O, carries -0.55; number 7, N, carries 0.00; number 8, C, carries -0.64



2.
A structure of composition C13H17F13InO3P at a distorted geometry, computed with ωB97M-V/def2-TZVPD.

- lowest unoccupied orbital energy (eV) = -13.4
- HOMO-LUMO gap (Eh) = 0.093
- spin multiplicity = 1
- charge = +2

CARTESIAN COORDINATES (ANGSTROEM)
F: -6.14716 -3.18998 -0.06096
F: -1.25949 1.32715 1.44161
H: 3.64994 0.49577 0.81956
F: -6.99395 -1.51476 1.15512
C: -3.19662 0.68891 0.13749
H: 1.18941 -0.00940 0.83281
F: -1.26226 -0.83019 0.74284
H: 4.48811 -1.52328 0.81464
H: -0.36981 -0.17667 -1.37422
C: -4.52294 -1.59139 0.70437
C: 5.15011 -2.68415 -0.99142
C: -0.75479 0.81020 -0.95461
F: -3.42954 2.06914 0.39430
O: 6.21269 -3.22832 -0.14823
H: 2.90427 3.96173 1.76142
C: 1.55482 0.97120 0.37032
H: 3.43833 -0.51438 -2.08072
F: -4.40617 -2.40255 1.86439
H: -1.34501 1.32853 -1.77184
C: -1.63130 0.47221 0.35023
F: -3.47701 -0.21832 2.40893
C: 4.67912 -1.31956 -0.29939
H: 2.21068 3.88302 -0.08583
H: 5.51685 -0.56044 -0.43298
F: -5.49598 -1.45555 -2.25116
H: 4.35166 -3.48995 -1.04276
H: 5.63999 -2.43516 -1.98096
C: 3.04914 0.67165 -0.16107
C: -6.01404 -1.79712 0.17954
F: -3.61192 -2.15384 -0.22079
H: 4.16202 3.87475 0.15055
H: 0.27161 2.75310 -0.23445
P: 3.10545 3.00856 0.67426
C: 3.35595 -0.67576 -0.96195
H: 5.95806 -3.15958 0.79314
O: 1.78562 2.06464 1.38383
O: 3.50703 1.94721 -0.67058
C: -4.14099 -0.10778 1.15563
H: 4.17502 2.49345 1.57282
F: -5.24927 0.71864 1.40384
F: -6.52045 0.28898 -1.13284
H: 1.08751 1.88092 -1.61454
C: -6.36585 -1.08803 -1.20308
In: 2.96160 1.23415 2.76848
C: 0.51477 1.71724 -0.63022
F: -7.62399 -1.59896 -1.59228
H: 2.51386 -1.43611 -0.78173
F: -3.61509 0.50006 -1.20148

Mulliken atomic charge list, values in e, 8 entries: number 1, F, carries -0.27; number 2, F, carries -0.37; number 3, H, carries -0.10; number 4, F, carries -0.24; number 5, C, carries 0.52; number 6, H, carries 0.61; number 7, F, carries -0.31; number 8, H, carries 0.35



Number 1: energy -2913.740302 Eh. Number 2: energy -2559.970954 Eh.